{
  "formula": "C29H37ClN4O5OsPSe",
  "method": "wB97M-V/def2-TZVPD",
  "symbols": ["Os", "O", "C", "O", "C", "C", "Cl", "N", "N", "C", "C", "O", "O", "C", "C", "C", "C", "C", "C", "H", "H", "H", "H", "H", "H", "C", "P", "C", "C", "O", "H", "H", "H", "H", "H", "H", "H", "H", "H", "C", "C", "C", "C", "N", "C", "Se", "N", "C", "C", "C", "C", "C", "C", "C", "C", "C", "C", "H", "H", "H", "H", "H", "H", "H", "H", "H", "H", "H", "H", "H", "H", "H", "H", "H", "H", "H", "H", "H", "H"],
  "xyz": [[-21.424, -1.054, -5.422], [-25.641, -3.372, -8.542], [-25.428, -2.130, -8.945], [-25.899, -1.589, -9.907], [-24.589, -1.260, -7.981], [-24.308, 0.131, -8.127], [-24.931, 1.305, -9.155], [-23.411, 0.496, -7.150], [-23.012, -0.636, -6.401], [-23.757, -1.703, -6.907], [-23.550, -2.895, -6.057], [-24.180, -3.975, -6.269], [-22.726, -2.760, -5.058], [-23.103, 1.862, -6.795], [-22.391, 2.678, -7.768], [-22.273, 4.054, -7.498], [-22.899, 4.673, -6.380], [-23.448, 3.835, -5.378], [-23.616, 2.464, -5.645], [-25.179, -3.624, -7.734], [-21.971, 2.279, -8.736], [-21.896, 4.756, -8.186], [-22.768, 5.740, -6.240], [-23.623, 4.160, -4.358], [-24.128, 1.832, -4.928], [-20.625, -5.122, -4.815], [-19.621, -3.631, -5.020], [-19.218, -3.467, -6.826], [-18.116, -3.971, -4.124], [-20.263, -2.308, -4.392], [-21.629, -4.790, -4.389], [-20.154, -5.890, -4.122], [-20.979, -5.589, -5.699], [-18.809, -4.395, -7.258], [-18.435, -2.750, -6.968], [-20.130, -3.215, -7.379], [-18.153, -4.967, -3.697], [-17.966, -3.215, -3.312], [-17.264, -3.920, -4.762], [-14.793, -0.436, -7.788], [-14.738, 0.828, -6.903], [-16.185, 1.174, -6.364], [-16.855, 0.037, -5.480], [-17.623, 0.491, -4.287], [-18.978, 0.705, -4.154], [-20.077, 0.874, -5.612], [-19.345, 0.895, -2.861], [-20.597, 1.413, -2.427], [-21.525, 0.343, -1.814], [-22.995, 0.830, -1.695], [-23.384, 2.297, -1.449], [-18.190, 0.669, -2.072], [-18.009, 0.428, -0.722], [-16.699, 0.195, -0.243], [-15.603, 0.375, -1.135], [-15.819, 0.443, -2.525], [-17.129, 0.389, -2.961], [-14.010, -0.450, -8.540], [-15.848, -0.407, -8.144], [-14.734, -1.310, -7.185], [-14.396, 1.697, -7.525], [-13.972, 0.725, -6.124], [-16.885, 1.287, -7.185], [-16.146, 2.086, -5.733], [-16.188, -0.729, -5.226], [-17.613, -0.427, -6.192], [-21.176, 1.762, -3.295], [-20.449, 2.276, -1.761], [-21.052, 0.133, -0.809], [-21.383, -0.592, -2.409], [-23.467, 0.231, -0.871], [-23.512, 0.626, -2.633], [-22.814, 2.717, -0.509], [-24.503, 2.296, -1.264], [-23.262, 2.946, -2.362], [-18.875, 0.283, -0.173], [-16.553, -0.039, 0.818], [-14.552, 0.493, -0.783], [-14.953, 0.505, -3.200]],
  "lowdin_spin": [2.380, -0.001, 0.001, 0.005, 0.029, 0.054, 0.024, 0.007, 0.054, 0.028, 0.005, 0.013, 0.024, -0.001, -0.001, 0.000, -0.001, 0.000, 0.000, 0.000, 0.000, 0.000, 0.000, 0.000, 0.000, 0.001, 0.017, 0.004, 0.003, 0.133, 0.000, 0.000, 0.000, 0.000, 0.000, 0.002, 0.000, 0.000, 0.000, 0.001, 0.003, 0.011, 0.015, 0.131, 0.009, 0.138, 0.086, 0.014, 0.016, 0.002, 0.001, 0.016, 0.259, 0.124, 0.035, 0.257, 0.056, 0.000, 0.000, 0.000, 0.001, 0.000, 0.001, 0.000, 0.001, 0.006, 0.003, 0.003, 0.001, 0.004, 0.001, 0.000, 0.000, 0.000, 0.000, 0.011, 0.003, -0.001, 0.009],
  "e_tot_ev": -136466.638,
  "s2": 6.044,
  "spin_multiplicity": 5,
  "lumo_ev": [-9.74, -13.42],
  "total_charge": 3,
  "homo_ev": [-16.73, -16.72]
}



{
  "formula": "C3H5NO3",
  "method": "wB97M-V/def2-TZVPD",
  "symbols": ["C", "C", "C", "H", "H", "H", "H", "H", "N", "O", "O", "O"],
  "xyz": [[-0.256, -0.156, -1.246], [1.054, -0.271, -0.532], [1.149, -0.025, 0.977], [-3.181, 0.353, -0.935], [-0.270, -0.312, -2.329], [1.762, 0.420, -0.995], [1.473, -1.271, -0.712], [-0.723, 0.312, 1.041], [-1.347, 0.107, -0.651], [-2.425, 0.160, -1.512], [0.042, 0.266, 1.654], [2.219, -0.119, 1.520]],
  "lowdin_charge": [-0.115, -0.064, -0.536, 0.106, 0.136, 0.130, 0.136, 0.069, -0.045, -0.031, 0.117, 0.098],
  "e_tot_ev": -10823.327,
  "e_above_lowest_kcal_mol": 54.4,
  "smiles": "O=C(O)C/C=N/O",
  "lumo_ev": 0.61,
  "total_charge": 0,
  "homo_ev": -10.40
}



{
  "formula": "C4H4O5",
  "method": "wB97M-V/def2-TZVPD",
  "symbols": ["C", "C", "C", "C", "O", "O", "O", "O", "O", "H", "H", "H", "H"],
  "xyz": [[-0.236, -0.958, 0.412], [0.956, 0.023, -0.374], [-0.207, 0.868, -0.821], [-1.103, 0.140, -0.152], [0.830, -1.302, -0.597], [0.103, -1.044, 1.743], [2.032, 0.530, 0.232], [-0.281, 1.769, -1.840], [-2.435, 0.223, 0.000], [0.228, -1.971, 1.972], [2.522, -0.190, 0.660], [0.330, 2.495, -1.671], [-2.738, -0.585, 0.435]],
  "lowdin_charge": [-0.226, -0.374, -0.178, -0.209, 0.103, 0.056, 0.150, 0.082, 0.114, 0.112, 0.135, 0.114, 0.121],
  "e_tot_ev": -14445.356,
  "e_above_lowest_kcal_mol": 106.4,
  "smiles": "OC1=C(O)[C@@]2(O)O[C@@]12O",
  "lumo_ev": 0.43,
  "total_charge": 0,
  "homo_ev": -7.58
}



{
  "formula": "C22H42IN2O9PS3",
  "method": "wB97M-V/def2-TZVPD",
  "symbols": ["C", "C", "I", "C", "C", "C", "N", "C", "O", "C", "O", "N", "O", "C", "P", "C", "C", "H", "H", "H", "H", "H", "H", "H", "H", "H", "H", "H", "H", "H", "H", "H", "H", "H", "H", "C", "C", "C", "S", "O", "O", "C", "H", "H", "H", "H", "H", "H", "H", "H", "C", "C", "C", "S", "O", "O", "C", "H", "H", "H", "H", "H", "H", "H", "H", "C", "C", "C", "S", "O", "O", "C", "H", "H", "H", "H", "H", "H", "H", "H"],
  "xyz": [[-1.711, 0.369, 1.235], [-0.460, -0.352, 1.713], [-1.015, -2.451, 2.001], [0.739, -0.354, 0.744], [1.007, 0.953, -0.011], [1.092, 2.078, 1.056], [2.339, 0.868, -0.647], [2.444, 1.904, -1.584], [3.483, 2.274, -2.087], [1.019, 2.517, -1.724], [0.600, 3.023, -2.987], [1.468, 2.727, -4.046], [1.035, 3.162, -5.033], [0.103, 1.382, -1.183], [-0.125, 0.243, -2.650], [0.124, -1.512, -2.158], [-1.947, 0.342, -2.873], [-1.662, 1.430, 1.461], [-2.569, -0.016, 1.781], [-1.881, 0.194, 0.175], [-0.157, -0.047, 2.706], [0.654, -1.211, 0.094], [1.640, -0.521, 1.341], [1.350, 1.667, 2.031], [1.870, 2.801, 0.814], [0.156, 2.637, 1.117], [2.633, -0.044, -0.984], [1.023, 3.404, -1.088], [-0.786, 1.894, -0.814], [-0.173, -2.144, -2.994], [1.158, -1.703, -1.884], [-0.519, -1.797, -1.325], [-2.301, -0.431, -3.547], [-2.420, 0.240, -1.898], [-2.211, 1.323, -3.269], [-0.581, 5.054, 5.039], [-1.599, 4.466, 6.026], [-2.545, 3.562, 5.225], [-1.595, 2.966, 3.820], [-2.174, 3.492, 2.608], [-1.340, 1.561, 3.990], [-0.102, 3.883, 4.188], [0.248, 5.537, 5.552], [-1.065, 5.800, 4.405], [-1.075, 3.875, 6.780], [-2.153, 5.244, 6.548], [-2.888, 2.705, 5.798], [-3.398, 4.112, 4.832], [0.373, 4.181, 3.256], [0.556, 3.222, 4.752], [6.315, -3.693, -1.753], [7.249, -2.487, -1.930], [6.425, -1.224, -1.645], [5.143, -1.721, -0.490], [3.862, -1.588, -1.146], [5.378, -1.124, 0.797], [5.570, -3.457, -0.442], [6.864, -4.633, -1.733], [5.604, -3.736, -2.581], [8.075, -2.558, -1.220], [7.678, -2.454, -2.930], [7.011, -0.432, -1.187], [5.932, -0.847, -2.538], [4.662, -4.046, -0.337], [6.218, -3.606, 0.421], [-5.991, -3.820, -2.650], [-6.427, -2.571, -1.870], [-5.461, -2.408, -0.689], [-3.906, -3.144, -1.210], [-3.641, -4.297, -0.390], [-2.918, -2.110, -1.387], [-4.479, -3.703, -2.812], [-6.490, -3.890, -3.615], [-6.234, -4.718, -2.079], [-6.366, -1.697, -2.521], [-7.456, -2.650, -1.524], [-5.283, -1.367, -0.434], [-5.798, -2.951, 0.191], [-3.986, -4.640, -3.059], [-4.215, -2.936, -3.540]],
  "lowdin_charge": [-0.171, -0.694, 0.845, -0.224, -0.467, -0.010, 0.125, -0.409, 0.087, -0.273, -0.098, -0.036, 0.062, -0.319, 0.981, -0.283, -0.285, 0.036, 0.055, 0.055, 0.041, 0.029, 0.125, 0.092, 0.090, 0.077, 0.088, 0.149, 0.114, 0.042, 0.020, -0.001, 0.029, 0.005, 0.038, -0.217, -0.211, -0.214, 0.664, -0.317, -0.315, -0.228, 0.116, 0.120, 0.117, 0.114, 0.103, 0.105, 0.101, 0.112, -0.220, -0.212, -0.210, 0.676, -0.335, -0.312, -0.227, 0.114, 0.119, 0.116, 0.114, 0.105, 0.109, 0.109, 0.108, -0.220, -0.212, -0.212, 0.644, -0.326, -0.352, -0.227, 0.114, 0.119, 0.117, 0.113, 0.103, 0.106, 0.108, 0.105],
  "e_tot_ev": -94794.428,
  "smiles": "C[C@@H](I)C[C@@]1(C)NC(=O)[C@@H](ON=O)[C@H]1P(C)C.O=S1(=O)CCCC1.O=S1(=O)CCCC1.O=S1(=O)CCCC1",
  "lumo_ev": 0.48,
  "total_charge": 0,
  "homo_ev": -7.66
}